## one
DFT (the ωB97M-V functional and the def2-TZVPD basis) results for 2 unconnected molecules or ions with the total composition C4H10N3O.

Last column: Mulliken charge in e.
Atoms and positions in Å:
H: 3.804 0.242 0.597  0.34
H: 3.739 0.071 -1.079  0.39
H: 2.312 -0.158 -0.224  0.41
H: -3.311 -1.595 -0.762  0.34
H: -0.864 -1.898 1.201  0.36
C: 0.202 0.256 -0.158  -0.12
H: -0.542 2.616 -0.708  0.28
C: -1.516 -2.070 0.364  -0.75
N: -1.082 0.629 0.113  0.90
O: 1.135 0.569 0.530  -0.51
H: -2.207 2.377 -0.178  0.40
C: -1.236 2.079 0.064  -0.94
H: -1.142 2.587 0.951  0.34
C: -2.432 -1.212 -0.159  0.11
N: 3.409 -0.296 -0.178  -0.41
H: 3.449 -1.290 -0.240  0.39
N: -2.262 0.116 -0.107  -0.79
H: -1.457 -3.024 -0.028  0.27

Properties
E_HOMO (spin up / spin down): -0.436 / -0.455 Ha
Charge: +1

## two
DFT (the ωB97M-V functional and the def2-TZVPD basis) results for a gas-phase ion, C4H10N3O (charge +1).

Last column: Mulliken charge in e.
Atoms and positions in Å:
H: 2.400 -0.853 -1.336  0.34
H: 0.171 0.978 -1.921  0.49
H: 2.016 -2.117 0.199  0.31
N: -0.610 -0.030 1.565  -0.43
H: -1.429 0.416 1.944  0.24
H: 1.435 -1.141 1.689  0.27
C: -1.846 1.944 -0.489  -0.20
N: -0.831 1.203 -0.635  -0.47
N: 0.784 -0.606 -0.221  0.00
H: 0.461 -2.384 0.900  0.37
C: -0.568 -0.144 0.183  0.09
O: 1.021 0.535 -2.157  -0.45
C: 1.446 -0.314 -1.265  0.33
C: 1.222 -1.618 0.762  -0.79
H: 0.168 0.272 2.050  0.17
H: -2.573 2.069 0.388  0.16
H: -2.008 2.676 -1.215  0.29
H: -1.260 -0.884 -0.440  0.28

Properties
E_HOMO: -0.508 Ha
Charge: +1

The least stable of them is one.

## one
DFT (the ωB97M-V functional and the def2-TZVPD basis) results for 15 unconnected molecules or ions with the total composition H31O15.

Last column: Mulliken charge in e.
Atoms and positions in Å:
O: 1.644 -1.706 -0.490  -0.54
O: 0.171 2.981 3.171  -0.59
H: 2.145 -1.461 -1.289  0.30
O: 1.110 1.678 0.730  -0.48
H: -1.997 -3.285 0.936  0.44
O: 1.780 1.623 -2.551  -0.51
H: -3.138 -1.902 1.930  0.71
H: -0.018 -4.142 0.136  0.32
H: -2.490 -0.677 1.647  0.42
O: -3.142 -0.160 -0.856  -0.68
O: 3.554 -0.522 -2.869  -0.63
O: -0.555 1.456 -3.967  -0.62
O: 0.713 0.496 3.814  -0.62
O: -2.153 -3.132 1.982  -0.70
H: -0.073 -2.927 -0.913  0.30
H: 1.802 -1.544 0.437  0.26
H: -0.627 3.427 3.620  0.30
H: 4.287 0.107 -2.585  0.32
H: 1.733 0.687 -2.924  0.34
H: 3.481 -0.563 -3.830  0.30
H: -2.505 0.475 -1.209  0.28
H: 0.557 3.426 2.423  0.28
H: -1.538 -2.963 2.651  0.28
O: -0.963 -0.130 1.598  -0.60
H: 1.634 1.069 0.297  0.21
H: -3.381 -1.395 0.498  0.39
H: 1.306 2.569 0.556  0.24
O: -3.496 -0.987 1.439  -0.46
H: -1.085 3.758 -2.875  0.35
H: 0.267 -0.166 -1.400  0.30
H: 1.567 -0.928 2.963  0.28
O: -0.299 -0.622 -1.905  -0.47
O: 2.257 -1.427 2.667  -0.60
H: -0.243 1.114 -3.106  0.27
O: -0.197 3.981 -2.277  -0.63
H: -3.964 -0.388 -1.579  0.34
H: 1.012 1.400 3.741  0.27
H: 2.064 -2.243 3.085  0.33
H: 0.090 -1.493 -2.138  0.21
O: -0.621 -3.507 -0.344  -0.66
H: 1.068 2.008 -2.890  0.29
H: 0.539 0.547 4.746  0.26
H: 0.574 3.764 -2.662  0.29
H: -0.317 0.788 -4.552  0.29
H: -0.339 0.183 2.296  0.37
H: -0.828 0.575 0.863  0.25

Properties
E_HOMO: -0.506 Ha
Charge: +1

## two
DFT (the ωB97M-V functional and the def2-TZVPD basis) results for 15 unconnected molecules or ions with the total composition H31O15.

Last column: Mulliken charge in e.
Atoms and positions in Å:
H: -3.953 -1.923 -1.457  0.28
O: 2.875 -1.749 -2.320  -0.58
O: 3.081 -1.104 1.024  -0.75
H: -1.191 4.265 -0.927  0.25
H: -0.655 0.799 1.208  0.17
H: -2.138 0.433 -3.018  0.29
H: -2.654 0.419 2.140  0.35
O: 1.463 3.715 0.564  -0.66
H: -0.417 -4.057 0.294  0.32
O: -0.964 3.132 2.821  -0.69
O: -2.353 0.922 2.995  -0.61
O: -0.957 3.560 -0.328  -0.52
H: 2.448 -1.154 -2.922  0.29
H: -1.492 2.460 3.400  0.37
H: 3.830 -1.933 -2.533  0.29
O: -3.039 -1.703 -1.278  -0.64
H: 1.631 2.117 -3.041  0.31
H: 2.308 -2.233 0.404  0.63
H: 3.810 -1.251 0.455  0.34
H: 2.303 -2.180 2.181  0.31
H: 1.102 -3.017 -0.033  0.47
H: -3.646 1.052 0.147  0.23
H: -1.710 3.215 2.159  0.29
H: -1.020 1.341 -2.553  0.27
O: 0.360 -0.883 -1.037  -0.41
H: 2.689 -0.283 0.556  0.34
O: -1.780 0.812 -2.267  -0.57
O: -0.570 -3.082 0.215  -0.71
H: -2.865 -0.271 0.066  0.35
O: 2.034 -2.912 -0.392  -0.48
O: -3.105 0.486 0.618  -0.59
H: -0.583 -0.491 -1.203  0.14
H: -2.447 -1.199 -1.811  0.28
H: 1.538 3.368 -0.308  0.25
H: 1.963 -3.276 3.098  0.34
H: -0.664 -2.906 -0.737  0.38
H: 0.161 -0.818 -0.076  0.37
O: 0.970 1.717 -2.533  -0.62
H: 0.240 1.395 2.256  0.32
H: 1.520 1.318 -1.765  0.24
H: 0.418 3.627 0.663  0.50
O: 2.083 -3.154 2.120  -0.71
H: 1.912 -2.412 -1.297  0.53
H: -0.396 3.021 -0.737  0.23
O: 0.217 0.655 1.633  -0.48
H: -2.357 0.162 3.554  0.30

Properties
E_HOMO: -0.464 Ha
Charge: +1

The least stable of them is one.

## one
DFT (the ωB97M-V functional and the def2-TZVPD basis) results for a single C4H9N3S molecule.

Last column: Mulliken charge in e.
Atoms and positions in Å:
H: -0.505 1.127 1.719  0.29
H: 1.834 -0.150 0.994  0.33
H: -1.021 1.420 -1.769  0.21
N: -0.257 -1.712 0.560  -0.01
N: -0.122 0.911 -1.598  -0.61
H: -1.759 1.177 0.463  0.41
H: 0.748 1.985 0.003  0.29
S: -2.472 -1.222 1.848  -0.37
H: 0.466 -1.421 -1.289  0.32
H: 2.226 0.043 -0.740  0.36
H: 0.590 1.150 -2.328  0.23
N: 0.813 -1.418 -0.307  -0.49
H: -0.318 -2.638 0.923  0.22
C: -0.832 0.693 0.760  -0.72
C: 1.413 -0.126 -0.017  -0.76
C: 0.341 0.982 -0.229  0.16
C: -1.145 -0.800 1.006  0.16

Properties
E_HOMO: -0.300 Ha
Charge: 0

## two
DFT (the ωB97M-V functional and the def2-TZVPD basis) results for a single C4H9N3S molecule.

Last column: Mulliken charge in e.
Atoms and positions in Å:
C: -0.594 -1.031 0.154  0.56
N: -0.419 -1.415 1.356  -0.46
H: 0.837 2.560 -1.885  0.24
N: -0.118 1.987 -1.764  -0.69
N: -1.048 0.393 -0.054  -0.33
C: 1.072 1.398 0.451  -0.75
H: 0.140 -2.871 -0.652  0.33
H: 1.811 2.313 0.309  0.36
S: -0.664 -0.233 2.552  -0.14
H: 0.368 -1.492 -1.866  0.29
H: -1.889 0.546 -0.622  0.30
H: -0.315 -0.997 3.572  0.17
H: 0.608 1.380 1.472  0.13
C: 0.039 1.304 -0.522  0.48
H: 1.683 0.390 0.219  0.22
C: -0.276 -1.902 -1.122  -0.99
H: -1.234 -2.331 -1.596  0.29

Properties
E_HOMO: -0.332 Ha
Charge: 0

## three
DFT (the ωB97M-V functional and the def2-TZVPD basis) results for 3 unconnected molecules or ions with the total composition C4H9N3S.

Last column: Mulliken charge in e.
Atoms and positions in Å:
N: -0.781 1.253 -0.437  -0.42
H: 1.402 -1.527 -0.160  0.25
S: -1.515 -1.993 -0.415  -0.24
H: -0.791 -1.471 1.790  0.38
C: -1.225 -0.792 1.063  -0.61
C: 3.209 -0.311 -0.270  -0.58
H: -2.370 2.703 -0.462  0.23
H: 4.059 -1.083 -1.206  0.21
N: 1.035 0.378 0.369  -0.27
C: -0.352 0.305 0.467  0.37
N: -2.255 1.615 -0.464  -0.47
C: 1.979 -0.618 -0.025  0.00
H: -1.669 -1.086 -1.807  0.22
H: 1.161 1.456 0.101  0.33
H: -2.944 0.723 0.372  0.27
H: -2.370 -0.433 1.323  0.12
H: 3.427 0.880 -0.239  0.20

Properties
E_HOMO: -0.294 Ha
Charge: 0

The least stable of them is three.